{
  "formula": "C5H8O",
  "method": "the ωB97M-V functional and the def2-TZVPD basis",
  "lumo_energy_ev": 0.9760,
  "homo_lumo_gap_ev": 9.463,
  "smiles": "C/C=C/O.C#C",
  "total_charge": 0,
  "de_lowest_kcal_mol": 87.47,
  "e_tot_ev": -7358.46200,
  "elements": ["C", "C", "C", "O", "H", "H", "H", "H", "H", "H", "C", "C", "H", "H"],
  "xyz": [[1.174, -0.482, 0.940], [0.591, 0.547, 0.006], [-0.414, 1.297, 0.353], [-1.023, 2.257, -0.354], [0.693, -1.477, 0.693], [2.181, -0.552, 0.796], [0.894, -0.239, 1.984], [0.939, 0.809, -0.942], [-0.915, 1.299, 1.329], [-0.681, 2.206, -1.287], [-1.760, -1.626, -0.384], [-2.319, -0.586, -0.337], [-1.139, -2.439, -0.267], [-2.947, 0.301, -0.523]],
  "forces_ev_per_a": [[-3.70, -0.44, -0.33], [0.20, -0.14, 1.48], [-1.07, 0.68, 2.37], [0.11, 0.58, -2.61], [0.69, 0.80, 0.37], [2.79, -0.31, -0.03], [0.37, -0.17, -0.56], [1.15, -0.37, -1.62], [0.47, -0.48, -0.12], [-0.53, 0.30, 1.19], [0.16, -0.34, 0.27], [-2.27, 2.19, -0.90], [0.74, -1.35, -0.01], [0.89, -0.96, 0.49]],
  "lowdin_charge": [-0.080, -0.177, -0.329, -0.013, 0.067, 0.029, 0.091, 0.090, 0.135, 0.130, 0.004, -0.011, 0.002, 0.062]
}